[1]
Below is a 6-piece molecular cluster, C30H32F4O2 overall at a distorted geometry, with properties calculated with the ωB97M-V functional and the def2-TZVPD basis.

```
68
Properties=species:S:1:pos:R:3:forces:R:3
F -3.387 0.873 2.514 0.053 -0.427 0.701
C -3.672 1.745 1.546 0.189 0.178 -0.864
C -3.540 1.383 0.257 -0.576 0.253 -2.457
C -3.882 2.343 -0.758 1.086 -0.585 0.029
C -4.251 3.627 -0.485 0.214 0.997 3.155
C -4.313 3.983 0.922 -0.123 -0.643 -1.348
C -4.032 3.025 1.866 -0.561 0.451 1.257
H -3.222 0.392 -0.031 0.120 -0.061 -0.013
H -3.663 2.167 -1.801 -0.174 -0.743 -0.026
H -4.347 4.415 -1.216 -0.220 -0.253 -0.238
H -4.591 4.958 1.292 -0.031 0.180 -0.319
H -4.147 3.161 2.931 0.032 0.652 0.150
F 3.922 0.851 -5.608 0.027 -0.834 1.189
C 3.751 0.119 -4.446 -1.546 0.465 -0.210
C 4.681 -0.785 -4.017 0.422 0.068 0.798
C 4.512 -1.423 -2.757 1.585 -0.009 -1.126
C 3.428 -1.211 -1.957 -0.389 -0.023 -0.902
C 2.452 -0.407 -2.507 -0.812 1.338 0.361
C 2.567 0.298 -3.708 0.986 -0.201 0.241
H 5.608 -0.848 -4.568 0.063 -0.374 -0.016
H 5.347 -2.032 -2.440 0.014 -0.181 0.156
H 3.264 -1.610 -0.967 0.346 -0.186 -0.054
H 1.641 -0.183 -1.830 -0.550 0.128 -0.321
H 1.864 1.071 -3.982 -0.204 -0.196 -0.137
F -2.771 0.071 -2.755 -0.405 -0.409 -0.394
C -2.251 -0.657 -3.773 1.930 -2.109 1.836
C -1.546 -1.879 -3.433 -1.585 2.370 0.089
C -0.787 -2.535 -4.387 -0.721 0.870 0.649
C -0.591 -1.901 -5.603 -0.398 0.410 -0.155
C -1.231 -0.654 -5.871 1.568 -2.905 -1.187
C -2.128 -0.117 -5.007 0.143 1.662 -0.543
H -1.552 -2.105 -2.377 -0.126 -0.457 -0.027
H -0.335 -3.473 -4.100 0.268 -0.019 -0.279
H 0.068 -2.454 -6.256 0.040 0.598 -0.630
H -1.044 -0.130 -6.797 0.090 -0.137 -0.137
H -2.449 0.856 -5.349 -0.750 0.139 0.718
F 1.447 1.955 1.027 0.619 -0.644 0.149
C 2.685 1.398 0.903 0.736 0.867 -0.627
C 3.532 1.929 -0.079 1.501 -0.605 -0.272
C 4.839 1.414 -0.231 -0.198 -1.520 1.888
C 5.283 0.344 0.641 -1.140 1.343 -1.528
C 4.385 -0.174 1.543 0.630 0.521 0.506
C 3.136 0.400 1.744 -1.134 -0.417 -0.374
H 3.272 2.715 -0.773 -0.551 0.079 0.224
H 5.534 1.790 -0.968 -0.203 0.195 -0.125
H 6.243 -0.147 0.589 0.208 0.363 -0.344
H 4.784 -0.946 2.184 -0.482 -0.251 0.203
H 2.428 -0.033 2.436 0.049 0.099 0.325
C -2.286 -0.081 7.869 0.990 -1.148 0.529
C -2.787 0.131 6.459 0.026 0.269 0.262
O -3.401 1.153 6.321 -0.480 0.359 -1.219
C -2.570 -1.001 5.434 -1.067 1.200 0.801
H -1.521 0.638 8.162 -0.367 0.524 -0.224
H -1.762 -1.019 8.056 -0.256 -0.395 -0.231
H -3.131 -0.031 8.556 0.063 0.193 -0.068
H -1.505 -1.222 5.495 -0.329 -0.834 -0.203
H -2.991 -0.884 4.435 0.598 0.911 -0.090
H -3.314 -1.698 5.821 0.799 -1.044 0.447
C -0.949 -1.400 2.120 -0.038 0.577 1.917
C -0.533 -1.614 0.708 0.708 -0.911 -0.048
O -1.207 -1.321 -0.240 -1.088 0.550 -0.351
C 0.825 -2.232 0.413 -0.420 0.652 0.469
H -1.656 -2.075 2.603 -0.251 -0.573 -0.855
H -1.414 -0.436 2.324 0.032 0.204 -0.603
H -0.126 -1.455 2.833 0.481 0.014 -0.282
H 0.936 -2.090 -0.662 0.375 -0.466 0.141
H 0.873 -3.266 0.756 -0.041 -0.093 -0.218
H 1.574 -1.677 0.978 0.223 -0.027 -0.141
```
Positions in Å, forces in eV/Å.

Properties
multiplicity = 1
frontier orbital gap = 9.34 eV
structure (SMILES) = Fc1ccccc1.Fc1ccccc1.Fc1ccccc1.Fc1ccccc1.CC(C)=O.CC(C)=O
E = -46591.5131 eV
HOMO energy = -8.8 eV
total charge = 0

***

[2]
Below is C30H32GaOPS3Si as an isolated structure at a distorted geometry, with properties calculated with the ωB97M-V functional and the def2-TZVPD basis.

```
69
Properties=species:S:1:pos:R:3:forces:R:3
Ga -0.613 0.490 0.523 -0.834 0.528 0.239
S -1.823 3.729 3.064 0.009 0.002 0.009
C -1.219 2.516 2.154 -0.089 0.441 0.213
S -1.157 0.860 2.742 0.304 -0.221 -0.489
S -0.603 2.778 0.525 0.040 -0.523 0.010
C 1.924 -3.573 -0.669 -0.036 0.174 -0.033
C 2.521 -2.444 0.181 0.161 0.028 -0.262
C 1.927 -2.523 1.594 -0.047 0.166 -0.074
C 4.043 -2.624 0.283 -0.116 0.032 -0.030
Si 2.095 -0.732 -0.542 0.228 -0.018 0.164
O 0.461 -0.566 -0.420 0.130 0.019 0.134
C 3.084 0.548 0.445 -0.254 -0.108 -0.057
C 2.671 1.006 1.696 -0.003 -0.094 -0.022
C 3.425 1.916 2.423 -0.014 -0.011 0.040
C 4.629 2.375 1.911 0.019 0.026 0.006
C 5.068 1.924 0.674 0.058 -0.002 -0.014
C 4.302 1.023 -0.049 -0.108 -0.015 -0.079
C 2.593 -0.382 -2.324 0.118 -0.316 0.150
C 2.232 0.847 -2.881 -0.088 -0.023 0.094
C 2.721 1.249 -4.113 -0.042 0.041 -0.082
C 3.589 0.426 -4.819 0.043 -0.020 0.051
C 3.956 -0.801 -4.286 -0.003 -0.037 -0.061
C 3.460 -1.197 -3.052 -0.069 -0.006 0.033
H 2.133 -4.544 -0.208 -0.009 -0.012 0.000
H 2.342 -3.582 -1.678 -0.040 -0.046 0.013
H 0.840 -3.462 -0.757 0.001 -0.046 -0.015
H 2.099 -3.519 2.013 0.009 -0.013 0.020
H 0.849 -2.340 1.582 0.003 -0.058 0.043
H 2.388 -1.792 2.262 -0.013 -0.023 0.014
H 4.273 -3.590 0.744 0.024 -0.004 -0.002
H 4.494 -1.838 0.892 0.025 -0.026 0.019
H 4.520 -2.598 -0.699 0.053 -0.034 0.037
H 1.749 0.633 2.126 -0.095 0.070 0.091
H 3.071 2.262 3.386 0.006 0.001 -0.011
H 5.224 3.082 2.474 -0.008 0.007 -0.006
H 6.008 2.278 0.268 -0.002 0.004 0.016
H 4.645 0.687 -1.023 0.059 0.052 0.015
H 1.568 1.503 -2.326 0.029 0.050 -0.042
H 2.435 2.210 -4.523 -0.007 0.000 0.013
H 3.988 0.744 -5.773 -0.028 0.002 -0.011
H 4.633 -1.450 -4.828 -0.002 0.017 -0.012
H 3.760 -2.156 -2.647 0.035 0.022 -0.059
C -3.691 -1.025 -1.386 0.162 0.083 0.016
P -3.084 0.018 -0.008 0.246 -0.065 -0.087
C -3.777 1.654 -0.403 0.065 -0.095 0.061
C -3.378 2.125 -1.658 -0.064 -0.112 -0.029
C -3.728 3.391 -2.084 0.019 0.064 -0.015
C -4.476 4.216 -1.255 -0.010 0.001 0.019
C -4.856 3.767 -0.003 -0.011 0.058 0.032
C -4.500 2.497 0.431 0.064 0.002 0.007
C -3.783 -0.854 1.432 0.117 0.121 -0.019
C -4.751 -0.403 2.320 -0.040 -0.064 -0.049
C -5.115 -1.185 3.408 -0.037 0.027 0.017
C -4.522 -2.417 3.621 0.000 -0.002 0.001
C -3.554 -2.876 2.738 0.001 -0.027 0.032
C -3.182 -2.095 1.659 0.011 0.055 -0.052
H -4.780 -1.003 -1.401 -0.003 0.000 0.010
H -3.349 -2.048 -1.238 0.007 -0.002 -0.005
H -3.305 -0.661 -2.336 -0.005 -0.033 0.012
H -2.767 1.499 -2.301 -0.003 0.061 -0.006
H -3.396 3.748 -3.050 -0.014 -0.037 -0.012
H -4.741 5.214 -1.577 -0.007 -0.006 -0.006
H -5.418 4.412 0.658 0.023 0.008 0.003
H -4.763 2.213 1.436 0.021 -0.056 0.059
H -5.234 0.550 2.191 -0.027 0.035 -0.056
H -5.865 -0.815 4.095 0.006 -0.015 0.006
H -4.804 -3.017 4.476 -0.008 0.000 -0.006
H -3.084 -3.838 2.899 0.026 0.015 -0.015
H -2.401 -2.443 0.990 0.014 -0.042 0.019
```
Positions in Å, forces in eV/Å.

Properties
multiplicity = 1
frontier orbital gap = 7.95 eV
E = -135729.5466 eV
HOMO energy = -7.8 eV
total charge = 0

***

[3]
Below is C30H32N4O6S in the gas phase, with properties calculated with the ωB97M-V functional and the def2-TZVPD basis.

```
73
Properties=species:S:1:pos:R:3:forces:R:3
C 3.850 0.265 0.764 -0.050 0.084 -0.050
C 3.291 1.554 0.234 0.090 0.123 0.030
C 4.160 2.525 -0.244 -0.023 0.036 0.064
C 3.698 3.746 -0.696 0.011 0.094 0.032
C 2.344 4.017 -0.653 0.012 0.119 0.047
C 1.466 3.056 -0.184 0.047 -0.007 0.087
C 1.915 1.813 0.239 0.030 0.066 0.066
C 0.966 0.770 0.776 0.043 0.111 -0.029
H 0.871 0.946 1.853 -0.003 -0.041 0.018
H 1.414 -0.213 0.643 -0.008 0.126 0.063
C -0.445 0.719 0.158 0.194 0.168 0.462
N -0.663 -0.437 -0.691 0.167 -0.014 -0.365
C -1.260 -1.582 -0.316 -0.292 -0.016 0.024
O -1.646 -2.414 -1.126 -0.118 -0.364 0.040
C -1.467 -1.847 1.172 -0.363 -0.353 -0.282
N -0.228 -1.840 1.905 0.557 -0.475 -0.336
C -0.026 -1.142 3.056 0.090 0.334 0.564
O -0.835 -0.408 3.575 0.024 -0.041 -0.102
C 1.348 -1.416 3.552 0.355 0.074 0.358
C 2.067 -2.332 2.800 -0.777 0.290 -0.122
C 3.358 -2.683 3.119 0.133 -0.168 -0.134
C 3.938 -2.088 4.235 -0.099 -0.095 -0.177
C 3.230 -1.170 4.997 -0.074 0.060 0.011
C 1.928 -0.825 4.665 -0.129 -0.088 -0.204
H 1.363 -0.112 5.245 -0.061 0.066 0.047
H 3.698 -0.719 5.859 0.041 0.036 0.067
H 4.950 -2.343 4.507 0.081 -0.032 0.005
H 3.897 -3.396 2.517 0.124 -0.083 -0.042
S 1.043 -2.881 1.451 0.083 0.116 0.363
O 1.568 -2.469 0.186 0.096 0.042 0.002
O 0.619 -4.233 1.594 -0.092 -0.138 0.184
H -2.138 -1.102 1.610 0.178 -0.083 0.005
H -1.926 -2.839 1.249 -0.031 0.215 -0.086
C -0.517 -0.220 -2.139 -0.135 -0.123 -0.089
C 0.809 0.404 -2.490 0.044 0.107 -0.188
C 1.958 -0.358 -2.290 -0.058 0.134 -0.085
C 3.180 0.174 -2.663 -0.156 -0.374 0.077
N 3.320 1.370 -3.210 0.444 0.220 -0.172
C 2.230 2.092 -3.391 -0.165 0.030 -0.067
C 0.955 1.664 -3.052 -0.023 -0.146 -0.067
H 0.100 2.296 -3.227 -0.044 0.039 0.017
H 2.384 3.066 -3.837 -0.082 0.117 -0.017
H 4.095 -0.387 -2.531 0.045 -0.140 0.074
H 1.891 -1.340 -1.846 0.029 -0.106 0.003
C -1.805 0.528 -2.517 0.319 -0.528 -0.283
O -1.919 1.737 -2.553 -0.103 0.422 0.091
N -2.831 -0.327 -2.713 -0.275 -0.266 -0.183
H -2.674 -1.294 -2.447 0.154 0.122 -0.009
C -4.195 0.141 -2.620 0.113 0.242 0.413
H -4.312 1.017 -3.262 -0.132 -0.102 0.016
C -4.532 0.542 -1.162 -0.150 0.393 -0.389
H -4.067 1.509 -0.952 -0.074 -0.086 -0.050
C -6.038 0.514 -0.899 0.305 0.016 0.094
H -6.274 1.154 -0.049 -0.023 0.048 -0.040
H -6.613 0.844 -1.761 -0.074 0.055 -0.037
C -6.277 -0.958 -0.546 0.098 -0.021 0.006
H -6.586 -1.524 -1.424 -0.034 -0.029 0.022
C -4.902 -1.439 -0.047 -0.149 -0.381 0.134
H -4.906 -1.679 1.019 -0.016 -0.051 -0.078
O -3.984 -0.371 -0.229 0.122 0.078 0.094
H -4.556 -2.322 -0.599 -0.025 0.034 0.062
H -7.043 -1.073 0.218 -0.047 -0.034 -0.034
H -4.851 -0.658 -2.966 -0.036 0.017 -0.052
H -0.541 -1.217 -2.597 -0.043 0.274 0.110
H -0.626 1.596 -0.466 -0.107 -0.050 0.136
H -1.195 0.718 0.951 -0.017 0.067 -0.087
H 0.413 3.294 -0.144 -0.149 0.006 -0.037
H 1.966 4.974 -0.982 -0.037 0.096 -0.041
H 4.392 4.483 -1.070 0.068 0.070 -0.048
H 5.220 2.318 -0.263 0.116 -0.052 -0.015
H 4.931 0.252 0.651 0.081 -0.032 0.027
H 3.614 0.154 1.824 0.002 -0.105 0.091
H 3.440 -0.596 0.237 -0.023 -0.127 -0.012
```
Positions in Å, forces in eV/Å.

Properties
multiplicity = 1
frontier orbital gap = 8.15 eV
structure (SMILES) = Cc1ccccc1CCN(C(=O)CN1C(=O)c2ccccc2S1(=O)=O)[C@@H](C(=O)NC[C@H]1CCCO1)c1ccncc1
E = -60711.1828 eV
HOMO energy = -8.6 eV
total charge = 0